No. 1
Computed, not measured: one molecule with the formula CHN2O2P at a distorted geometry, with ωB97M-V/def2-TZVPD.

Output
**M**: 104.00 g/mol
**SMILES**: N#CP[N+](=O)[O-]
**Relative energy (zero: lowest compared OMol25 entry of this formula, charge and spin)**: 12.3 kJ/mol
**Gap between HOMO and LUMO**: 10.52 eV

ORCA input file:
```
! wB97M-V def2-TZVPD RIJCOSX def2/J DEFGRID3
* xyz 0 1
N 0.10 -2.46 -0.42
C 0.19 -1.49 0.18
P 0.74 0.04 0.88
N -0.61 1.03 0.05
O -1.65 0.47 -0.18
O -0.38 2.22 -0.13
H 1.61 0.19 -0.38
*
```

***

No. 2
Computed, not measured: a 2-piece molecular cluster, CHN2O2P overall at a distorted geometry, with ωB97M-V/def2-TZVPD.

Output
**M**: 104.00 g/mol
**Relative energy (zero: lowest compared OMol25 entry of this formula, charge and spin)**: 0.0 kJ/mol
**Gap between HOMO and LUMO (spin up / spin down)**: 9.54 / 8.46 eV

ORCA input file:
```
! wB97M-V def2-TZVPD RIJCOSX def2/J DEFGRID3
* xyz 0 3
C -1.05 -0.66 -1.36
N -0.49 0.23 -0.82
N 2.38 -0.92 -0.23
O 1.69 1.60 0.18
O 2.98 -1.88 -0.63
P 2.72 0.58 0.21
H 0.11 0.81 -0.27
*
```

***

What is the relative energy (zero: lowest compared OMol25 entry of this formula, charge and spin) in the first record? 12.3 kJ/mol